No. 1
Here is 8 unconnected molecules or ions with the total composition C10H33F3N12O9 from the Open Molecules 2025 dataset. Energies are from ωB97M-V with the def2-TZVPD basis set.

Gap between HOMO and LUMO, eV: 8.20
LUMO, eV: -0.32
E_HOMO, eV: -8.516

Structure (XYZ):
```
67
C10H33F3N12O9 | the Open Molecules 2025 dataset | ωB97M-V with the def2-TZVPD basis set
O -24.0694 2.5682 6.9275
H -23.4807 2.3244 6.1343
H -23.7969 3.5023 7.1807
H -23.9495 2.0400 7.7635
C -22.0582 2.8328 4.4165
O -21.5228 3.2357 5.7270
O -22.9621 1.8915 4.6247
C -22.4954 4.1700 3.7856
F -21.6449 5.1874 3.9783
F -22.6914 4.0588 2.4586
F -23.6649 4.5823 4.3229
C -20.1275 3.4805 5.8198
C -19.8889 4.2294 7.1271
H -20.3443 3.6741 7.9428
H -18.8079 4.3524 7.2128
H -20.3493 5.2156 7.0368
H -19.6932 3.9973 4.9650
H -19.6540 2.4997 5.9606
H -21.2138 2.4188 3.8426
C -26.9644 0.3980 8.5269
O -26.3162 1.4427 8.6237
N -26.7740 -0.6782 9.3439
N -27.8728 0.1754 7.5181
H -27.5125 -1.3347 9.5051
H -26.0159 -0.6172 9.9997
H -28.0163 0.9847 6.9112
H -28.6635 -0.3738 7.8064
C -26.4791 4.8062 10.8173
O -26.2546 5.9949 11.0127
N -27.3573 4.0173 11.5234
N -25.7578 4.1248 9.8625
H -27.6005 4.3244 12.4467
H -27.5352 3.0706 11.2485
H -25.0743 4.7274 9.4353
H -25.9349 3.1423 9.7190
C -22.9785 1.1798 10.2485
O -23.0606 1.7787 9.1687
N -23.7504 1.4884 11.3068
N -22.0543 0.1828 10.3919
H -23.6467 0.8941 12.1089
H -24.3406 2.3056 11.2607
H -21.6355 0.0304 11.2929
H -21.4839 0.1730 9.5586
C -23.7316 -1.3114 6.9784
O -24.5551 -1.9130 6.3100
N -23.5849 -1.5422 8.3416
N -23.0045 -0.2645 6.5100
H -22.9838 -0.9355 8.8750
H -23.7190 -2.4669 8.7061
H -22.2752 0.1662 7.0468
H -23.0700 0.0615 5.5565
C -22.7339 5.5198 8.8513
O -23.3692 4.7216 8.1440
N -22.8481 6.8556 8.6769
N -22.0078 5.0709 9.9040
H -23.3952 7.2535 7.9401
H -22.1682 7.3648 9.2153
H -21.5544 5.7739 10.4587
H -21.9622 4.0901 10.0921
C -26.9571 2.0223 4.5621
O -28.0152 2.1252 5.2019
N -26.7075 2.7781 3.4511
N -25.9283 1.2371 4.9333
H -27.3541 3.5069 3.1969
H -26.3508 2.3431 2.6158
H -24.9526 1.4452 4.7808
H -26.2172 0.6841 5.7298
```

---

No. 2
Here is a molecular structure, C42H45BrCl3GeN8O9SSr from the Open Molecules 2025 dataset. Energies are from ωB97M-V with the def2-TZVPD basis set.

Spin multiplicity: 2
Total charge: -2
Gap between HOMO and LUMO (alpha / beta), eV: 6.32 / 5.00
LUMO (alpha / beta), eV: 3.57 / 2.24
E_HOMO (alpha / beta), eV: -2.746 / -2.757

Structure (XYZ):
```
111
C42H45BrCl3GeN8O9SSr | the Open Molecules 2025 dataset | ωB97M-V with the def2-TZVPD basis set
Sr 0.9828 -1.8056 0.8470
O 4.2911 -3.1924 2.0170
C 3.0824 -3.1143 2.2168
O 2.4543 -2.0346 2.4630
C 2.2651 -4.4096 2.3958
C 1.0369 -4.1035 3.2661
C 0.4069 -5.4093 3.7750
C -0.2967 -5.9052 2.5011
C 0.1045 -4.8052 1.5044
O 0.0991 -3.6405 2.3090
C 1.5878 -4.9448 1.1220
C 1.8112 -4.1568 -0.1932
O 1.4201 -4.7087 -1.2192
O 2.3447 -3.0243 -0.1199
H 2.9371 -5.1545 2.8338
H 1.2104 -3.3477 4.0324
H 1.1571 -6.1030 4.1568
H -0.3151 -5.1937 4.5631
H 0.0252 -6.8951 2.1827
H -1.3796 -5.9095 2.6261
H -0.5616 -4.7069 0.6509
H 1.8493 -5.9849 0.9082
C -2.6786 5.1607 -4.2530
O -3.2959 4.1723 -3.4760
C -3.3501 2.8850 -3.9587
C -3.9103 1.9482 -3.0906
C -4.0119 0.6296 -3.4537
C -3.5678 0.1964 -4.7117
C -3.0639 1.1498 -5.5955
C -2.9386 2.4765 -5.2217
N -3.8316 -1.0884 -5.1474
N -3.6984 -2.1175 -4.4491
C -2.9488 -2.2181 -3.3173
C -3.4415 -3.0593 -2.3085
C -2.8704 -3.1197 -1.0632
C -1.6985 -2.3940 -0.7511
O -1.1935 -2.3422 0.4051
C -1.0399 -1.7225 -1.8538
N 0.1957 -1.2750 -1.6149
C 0.8716 -0.7168 -2.5868
C 0.3597 -0.5730 -3.8802
C -0.9062 -1.0301 -4.1504
C -1.6676 -1.6067 -3.1193
H -2.7125 6.0688 -3.6510
H -3.2217 5.3349 -5.1902
H -1.6344 4.9157 -4.4786
H -4.2356 2.2885 -2.1202
H -4.4500 -0.0869 -2.7753
H -2.7403 0.8300 -6.5750
H -2.5125 3.1794 -5.9234
H -4.3626 -3.5913 -2.5036
H -3.3317 -3.6909 -0.2696
H 1.8740 -0.3917 -2.3442
H 0.9622 -0.1217 -4.6554
H -1.3006 -0.9863 -5.1568
Cl -4.4092 -1.0831 3.4392
Ge -2.3595 -2.0884 2.6915
Cl -1.4996 -2.3494 4.8097
Cl -3.3834 -4.2244 2.4693
C 5.3906 -0.3339 1.9522
C 4.4266 0.7312 2.3202
C 4.5653 2.0623 1.9805
C 3.5750 2.9549 2.4254
N 2.6132 2.5897 3.2335
C 2.5110 1.3002 3.5960
S 1.3889 0.8245 4.7158
N 3.3932 0.3730 3.0929
C 3.5901 4.3841 1.9858
H 6.0732 -0.0094 1.1733
H 4.8664 -1.2480 1.6481
H 5.9776 -0.6059 2.8312
H 5.3782 2.4032 1.3599
H 3.1083 -0.6378 3.0733
H 4.6037 4.7167 1.7738
H 3.1402 5.0048 2.7536
H 3.0005 4.4704 1.0751
Br 6.5462 0.4573 -1.6792
C 4.9677 1.5183 -1.5032
C 4.9911 2.8087 -2.0074
C 3.8573 3.5934 -1.8780
C 2.7359 3.0851 -1.2468
C 2.7351 1.7943 -0.7351
C 3.8600 0.9904 -0.8713
C 1.4974 1.2866 0.0119
O 0.4961 1.9972 -0.0386
O 1.6382 0.2097 0.6470
H 5.8813 3.1844 -2.4908
H 3.8581 4.6027 -2.2663
H 1.8296 3.6639 -1.1428
H 3.8323 -0.0180 -0.4761
C -0.8482 2.7578 2.9373
N -1.9043 2.6290 1.9579
C -1.8439 3.6551 0.9347
C -2.3036 1.3632 1.5765
N -1.7090 0.2715 1.8918
N -3.4474 1.3456 0.8119
C -3.8080 0.1045 0.1703
C -4.5900 2.1015 1.2777
H -0.9360 3.7432 3.3993
H 0.1479 2.6684 2.4922
H -0.9648 2.0042 3.7128
H -0.8461 3.6652 0.4861
H -2.0496 4.6306 1.3839
H -2.5677 3.4515 0.1514
H -0.8020 0.3881 2.3307
H -2.9331 -0.2976 -0.3307
H -4.5827 0.3202 -0.5634
H -4.1908 -0.6386 0.8732
H -4.2571 2.9387 1.8849
H -5.2470 1.4648 1.8801
H -5.1508 2.4751 0.4167
```

---

No. 3
Here is a molecular structure, C11H44F2N23O15S2Sn from the Open Molecules 2025 dataset. Energies are from ωB97M-V with the def2-TZVPD basis set.

Total charge: +1
Gap between HOMO and LUMO, eV: 1.93
LUMO, eV: -8.93
E_HOMO, eV: -10.860

Structure (XYZ):
```
98
C11H44F2N23O15S2Sn | the Open Molecules 2025 dataset | ωB97M-V with the def2-TZVPD basis set
Sn -4.0172 1.1601 -1.1238
N -1.3624 0.3296 -0.2069
S -0.8239 0.4494 1.2562
O -0.2291 1.6744 1.7473
O -0.3573 -0.7366 1.9233
F -2.3178 0.5286 1.9388
S 0.1288 -0.1254 -0.8116
O 0.4974 -1.5100 -0.6952
O 1.1945 0.8087 -0.6021
F -0.2713 -0.0685 -2.3280
C 0.2647 -5.4199 -3.2246
O 0.4919 -5.7516 -4.3783
N -0.3081 -6.1861 -2.2479
N 0.5761 -4.1938 -2.7761
H -0.4917 -5.9512 -1.2904
H -0.6284 -7.1053 -2.5055
H 1.1292 -3.6616 -3.4319
H 0.3025 -3.8881 -1.8617
C 5.0304 0.0677 -1.4680
O 4.9681 0.7547 -2.4919
N 6.0287 -0.7909 -1.1928
N 4.0789 0.0647 -0.5343
H 6.5833 -1.1156 -1.9670
H 6.2086 -1.1548 -0.2744
H 3.1768 0.5081 -0.6296
H 4.1606 -0.5852 0.2302
C -1.5632 1.4599 -4.4545
O -0.3715 1.6369 -4.4891
N -2.1148 0.2763 -4.8827
N -2.5188 2.3055 -4.0061
H -1.4034 -0.4240 -5.0443
H -3.1025 0.1449 -4.9902
H -3.4989 2.1582 -4.1732
H -2.2489 3.1422 -3.5094
C -3.5698 3.6091 3.7918
O -4.6182 4.2073 3.6956
N -3.0261 3.1461 4.9339
N -2.5829 3.6344 2.7950
H -2.0722 2.8383 4.9228
H -3.5414 3.1497 5.7976
H -2.9347 3.4991 1.8613
H -1.6604 3.2480 2.9046
C -3.3280 -2.5325 1.6056
O -3.2721 -2.7467 2.8110
N -2.2049 -2.6248 0.8191
N -4.3880 -2.3216 0.8189
H -2.2500 -2.4162 -0.1596
H -1.2937 -2.4930 1.2330
H -4.2127 -2.2880 -0.1622
H -5.2947 -2.2818 1.2603
C -1.0700 -1.5598 5.3697
O -0.3086 -1.1131 6.2237
N -1.7596 -0.8590 4.4367
N -1.2180 -2.8929 5.2484
H -2.4312 -1.3944 3.9113
H -1.4275 0.0537 4.1904
H -0.3957 -3.3510 5.6130
H -1.7481 -3.4485 4.5990
C 2.9218 -2.9251 1.8237
O 3.9457 -3.3386 2.3737
N 1.9372 -2.3388 2.5067
N 2.7775 -2.9251 0.4685
H 1.9771 -2.2130 3.5025
H 1.3056 -1.8038 1.9336
H 3.4253 -3.5614 0.0320
H 1.9353 -2.6531 -0.0166
C 2.9877 3.5826 -3.8327
O 1.9528 3.6919 -4.4755
N 3.1617 3.1913 -2.5567
N 4.1879 3.4078 -4.5088
H 4.0301 3.1485 -2.0554
H 2.3827 2.8515 -2.0159
H 5.0172 3.5349 -3.9550
H 4.0219 3.7621 -5.4425
C -5.9092 1.1257 2.5664
O -5.2766 1.0112 1.5003
N -7.0724 1.7778 2.7276
N -5.3911 0.6980 3.7180
H -7.4131 1.9417 3.6550
H -7.5346 2.0666 1.8828
H -5.9375 0.8367 4.5465
H -4.4464 0.3527 3.6412
C 2.4962 -0.9877 -4.5490
O 1.8420 -1.5472 -5.4268
N 2.2472 0.2369 -4.1034
N 3.6186 -1.5468 -3.9919
H 2.7741 0.6515 -3.3499
H 1.4745 0.6841 -4.5718
H 3.7038 -2.5411 -4.1175
H 4.0346 -1.0758 -3.2046
C 3.0148 4.0134 1.0783
O 3.5796 4.7007 0.2454
N 1.7862 3.5143 0.8729
N 3.6027 3.4031 2.1655
H 1.2815 3.1483 1.6599
H 1.2398 3.9462 0.1440
H 4.6076 3.4125 2.2131
H 3.1271 2.9021 2.8919
```

---

No. 4
Here is a molecular structure, C4H6O7Ru from the Open Molecules 2025 dataset. Energies are from ωB97M-V with the def2-TZVPD basis set.

Spin multiplicity: 6
Total charge: +1
Gap between HOMO and LUMO (alpha / beta), eV: 7.45 / 6.32
LUMO (alpha / beta), eV: -6.10 / -7.00
E_HOMO (alpha / beta), eV: -13.550 / -13.315

Structure (XYZ):
```
18
C4H6O7Ru | the Open Molecules 2025 dataset | ωB97M-V with the def2-TZVPD basis set
O -2.3930 2.6131 -0.8839
C -1.6623 2.2759 0.0975
O -1.6721 2.9835 1.1517
O -0.9710 1.1718 0.0060
O 1.1959 -0.6658 -0.1826
C 1.4064 -1.9348 -0.7812
O 1.6118 -2.8970 0.0072
O 2.4546 -1.6385 -1.6743
C 0.2907 -0.6528 0.8926
C -0.1807 0.7554 1.1358
Ru -2.9069 4.1083 0.2099
H 2.8630 -2.4820 -1.8930
H 0.7990 -1.0309 1.7932
H -0.5903 -1.2953 0.7341
H 0.6659 1.4455 1.2413
H -0.8018 0.7879 2.0386
O 0.0356 -2.1964 -1.7388
H -0.1447 -1.3478 -2.1539
```

---

Result set for energy above the lowest of the compared OMol25 structures with the same formula, charge and spin: 0.847, 2.462, 4.789, 1.752 eV, one per record in the order listed.